ORCA calculation (ωB97M-V with the def2-TZVPD basis set) on a 16-piece molecular cluster, H32O16 overall.

Geometry as XYZ:
```
48
H32O16 (ωB97M-V with the def2-TZVPD basis set)
O -2.45731 0.46848 -0.15758
H -2.93131 0.05848 -0.84458
H -1.94431 1.15948 -0.59558
O 2.84669 -1.71752 -1.45758
H 2.54369 -0.77652 -1.51758
H 3.26069 -1.68852 -0.59158
O 2.47569 -1.66652 1.94142
H 2.33769 -0.75652 2.09742
H 1.75269 -1.93052 1.41642
O -1.08531 2.71648 -1.16658
H -0.60931 3.00648 -0.37758
H -1.37031 3.43248 -1.73058
O 4.03969 1.61448 -0.46758
H 3.68169 2.45248 -0.42958
H 3.31769 1.23548 0.11842
O -0.61631 -1.50852 2.84842
H -1.48231 -1.52052 3.17242
H -0.64631 -1.70452 1.92442
O -0.01431 -0.43852 0.33642
H 0.53569 0.35248 0.21042
H -0.92231 -0.19252 0.19842
O -3.88031 0.57448 2.16142
H -3.53731 0.53148 1.29042
H -4.85831 0.52048 2.02642
O -0.06931 1.10848 3.19742
H -0.89831 1.56348 3.17542
H -0.20531 0.19448 2.95042
O -2.18531 -2.45852 0.69242
H -2.05131 -3.38152 0.93542
H -3.06931 -2.12852 0.90442
O 2.16869 1.09848 1.55242
H 1.43469 1.14548 2.12542
H 2.88069 1.33148 2.12142
O 1.56869 0.82748 -1.73058
H 1.97269 1.42048 -2.35358
H 0.90869 0.45348 -2.30858
O 1.68169 3.26648 -0.48358
H 1.61769 3.84448 -1.24858
H 1.63669 2.38248 -0.84758
O -2.86031 -1.91052 -1.94058
H -2.32731 -2.21252 -1.24858
H -3.00631 -2.81452 -2.34758
O 0.17169 -2.23252 -1.53558
H 0.03069 -1.64952 -0.77858
H 1.13269 -2.22652 -1.66958
O -0.38031 -0.20752 -3.11058
H -0.30331 -0.63952 -3.96458
H -0.28531 -0.99752 -2.49258
```

Results
Lowest unoccupied orbital energy = -0.03 eV
E = -33280.8485 eV
Relative energy (zero: lowest compared OMol25 entry of this formula, charge and spin) = 4.085 eV
HOMO = -10.74 eV

Here are the natural (NBO) charges for atoms 1 to 2, given in e: -0.989 0.503